Record 1
The following is a DFT calculation (ωB97M-V with the def2-TZVPD basis set) of a molecular structure, C46H50AsCsN8O6STe in a non-equilibrium geometry.

## Properties
LUMO energy in eV: 1.54
Relative energy (zero: lowest compared OMol25 entry of this formula, charge and spin) in kcal per mole: 44.8
Total charge: -2
E in eV: -152232.456
Highest occupied orbital energy in hartree: -0.0355

```
114
Properties=species:S:1:pos:R:3:lowdin_charge:R:1
Cs -1.37 0.87 -0.38 1.24
O 7.43 -0.24 -4.20 0.06
N 7.44 -0.13 -2.98 -0.34
O 8.44 -0.41 -2.32 0.05
C 6.29 0.36 -2.29 -0.08
C 6.44 0.58 -0.94 0.08
C 5.43 1.16 -0.17 -0.14
C 5.56 1.42 1.22 0.00
C 4.54 2.05 1.89 -0.03
C 3.40 2.44 1.17 -0.07
N 3.24 2.19 -0.11 0.13
C 4.22 1.56 -0.78 -0.14
C 4.01 1.26 -2.18 -0.14
N 2.80 1.55 -2.67 0.13
C 2.50 1.20 -3.90 -0.11
C 3.41 0.54 -4.72 -0.04
C 4.67 0.26 -4.25 0.01
C 5.02 0.63 -2.94 -0.06
H 7.38 0.31 -0.48 0.13
H 6.46 1.10 1.73 0.12
H 4.62 2.26 2.95 0.11
H 2.58 2.96 1.66 0.12
H 1.50 1.44 -4.24 0.12
H 3.11 0.23 -5.72 0.11
H 5.39 -0.25 -4.87 0.10
O -2.27 6.75 -2.10 0.09
C -1.00 6.52 -2.34 -0.53
O -0.30 7.33 -2.93 0.04
C -0.45 5.23 -1.86 -0.06
C 0.87 4.85 -2.00 -0.02
N 0.99 3.64 -1.45 0.00
N -0.16 3.19 -0.96 -0.12
C -1.06 4.14 -1.19 -0.25
C -2.47 3.93 -0.72 -0.74
O -3.31 4.84 -0.93 0.01
O -2.70 2.83 -0.15 -0.53
H -2.72 5.95 -1.60 0.04
H 1.69 5.38 -2.46 0.13
H 1.80 3.05 -1.38 0.08
N 0.54 -0.33 3.21 0.04
H -0.31 0.21 3.10 -0.02
H 1.21 0.07 2.56 0.00
H 0.90 -0.14 4.14 0.02
C -1.64 -4.50 1.17 -0.19
C -0.31 -4.24 1.87 -0.45
As 0.82 -2.91 0.91 1.22
C 2.40 -3.07 2.12 -0.46
C 2.81 -4.47 2.58 -0.19
C 1.42 -4.21 -0.46 -0.45
C 2.71 -3.84 -1.18 -0.18
H -2.28 -5.16 1.77 0.05
H -1.48 -4.98 0.21 0.06
H -2.17 -3.57 0.97 0.03
H 0.24 -5.17 1.97 0.05
H -0.48 -3.86 2.89 0.05
H 2.18 -2.45 2.99 0.03
H 3.23 -2.59 1.59 0.04
H 2.05 -4.91 3.22 0.05
H 3.74 -4.43 3.16 0.06
H 2.98 -5.14 1.74 0.05
H 0.61 -4.29 -1.18 0.04
H 1.53 -5.19 0.02 0.05
H 2.62 -2.85 -1.64 0.05
H 2.92 -4.56 -1.97 0.06
H 3.56 -3.82 -0.49 0.05
C -3.60 -3.27 4.03 -0.03
C -3.53 -1.86 3.55 -0.32
C -4.50 -0.90 3.38 -0.01
C -3.84 0.24 2.88 -0.35
N -2.54 -0.01 2.76 0.06
N -2.38 -1.28 3.17 0.03
C -4.43 1.57 2.53 -0.04
H -4.53 -3.43 4.58 0.07
H -2.76 -3.50 4.69 0.08
H -3.58 -3.97 3.19 0.06
H -5.56 -1.01 3.57 0.10
H -1.45 -1.68 3.12 0.11
H -5.51 1.50 2.48 0.07
H -4.04 1.94 1.58 0.04
H -4.16 2.31 3.28 0.06
C -5.95 0.54 -3.68 -0.12
C -6.27 0.53 -2.34 -0.10
C -5.45 -0.10 -1.42 -0.04
C -4.27 -0.74 -1.83 -0.23
C -3.95 -0.71 -3.19 -0.03
C -4.78 -0.08 -4.10 -0.10
C -3.42 -1.40 -0.81 -0.25
C -2.27 -2.02 -1.03 -0.18
C -1.45 -2.39 -2.08 -0.33
C -0.29 -1.62 -2.43 -0.13
C 0.59 -2.05 -3.39 -0.14
C 0.41 -3.27 -4.06 -0.16
C -0.69 -4.05 -3.72 -0.14
C -1.60 -3.64 -2.76 -0.08
H -6.59 1.04 -4.40 0.09
H -7.18 1.02 -2.00 0.09
H -5.70 -0.10 -0.37 0.11
H -3.05 -1.20 -3.52 0.10
H -4.50 -0.07 -5.15 0.09
H -3.82 -1.33 0.20 0.07
H -0.11 -0.69 -1.90 -0.03
H 1.45 -1.43 -3.64 0.08
H 1.13 -3.61 -4.79 0.07
H -0.84 -5.01 -4.21 0.09
H -2.46 -4.25 -2.51 0.10
Te -1.32 4.03 2.12 0.80
C -0.78 4.70 4.05 -1.08
C -1.35 5.71 4.79 -0.30
C -0.75 5.92 6.06 -0.25
C 0.28 5.07 6.31 -0.50
S 0.52 4.01 4.97 0.81
H -2.18 6.29 4.42 0.08
H -1.08 6.67 6.77 0.08
H 0.92 5.00 7.18 0.03
```



Record 2
The following is a DFT calculation (ωB97M-V with the def2-TZVPD basis set) of a molecular structure, C8H20N4O3PdSSe3Te in a non-equilibrium geometry.

## Properties
Multiplicity: 3
LUMO energy (spin up / spin down) in eV: -0.54 / -1.03
E in eV: -238368.814
Highest occupied orbital energy (spin up / spin down) in hartree: -0.2151 / -0.2135

```
41
Properties=species:S:1:pos:R:3:nbo_charge:R:1
Pd 10.04 5.28 6.07 0.44
N 8.17 5.74 5.10 -0.85
C 7.01 5.31 5.94 -0.16
C 5.65 5.21 5.27 -0.41
C 5.41 6.11 3.96 -0.43
C 4.52 7.35 4.19 -0.22
N 4.73 8.14 5.49 -0.60
C 5.92 8.75 5.81 0.69
N 6.20 9.00 7.15 -0.79
N 6.76 9.26 4.89 -0.78
C 7.45 4.06 6.73 0.75
O 6.59 3.24 7.11 -0.67
O 8.74 3.92 6.87 -0.78
H 8.19 6.68 4.81 0.37
H 8.39 5.14 4.31 0.39
H 6.92 6.22 6.59 0.18
H 4.84 5.53 5.98 0.19
H 5.43 4.16 5.05 0.25
H 4.88 5.51 3.17 0.24
H 6.34 6.40 3.56 0.20
H 3.37 7.15 4.16 0.23
H 4.66 8.01 3.34 0.20
H 4.17 7.83 6.32 0.42
H 5.63 8.38 7.79 0.42
H 7.14 9.35 7.40 0.45
H 6.53 9.14 3.92 0.41
H 7.72 9.41 5.20 0.47
Se 11.71 4.79 7.87 -0.14
Se 12.89 3.21 6.77 -0.11
Te 11.57 3.72 4.28 0.21
Se 12.95 5.39 3.29 -0.66
C 11.55 8.50 7.19 -0.86
S 10.42 7.94 5.96 1.27
C 11.33 8.28 4.43 -0.82
O 9.23 8.89 6.01 -1.09
H 11.04 8.87 8.08 0.26
H 12.17 9.37 6.82 0.24
H 12.31 7.68 7.41 0.28
H 12.35 8.29 4.76 0.25
H 10.97 9.27 4.06 0.23
H 11.10 7.44 3.63 0.29
```



Record 3
The following is a DFT calculation (ωB97M-V with the def2-TZVPD basis set) of a molecular structure, C15H12F5NO10STeTi in a non-equilibrium geometry.

## Properties
Multiplicity: 3
LUMO energy (spin up / spin down) in eV: 4.13 / 4.25
Relative energy (zero: lowest compared OMol25 entry of this formula, charge and spin) in kcal per mole: 25.4
Total charge: -2
E in eV: -92550.786
Highest occupied orbital energy (spin up / spin down) in hartree: -0.0313 / -0.1425

```
46
Properties=species:S:1:pos:R:3:nbo_charge:R:1
Ti 0.85 0.16 1.54 1.74
O -0.44 0.23 5.09 -1.04
S -1.39 0.64 3.84 2.60
O -2.71 0.23 4.23 -0.97
O -1.19 2.05 3.62 -0.96
O -0.87 -0.19 2.71 -0.98
O 2.46 0.62 0.59 -0.63
C 2.59 1.29 -0.53 0.21
C 1.59 2.11 -1.08 -0.24
C 1.81 2.80 -2.29 -0.17
C 0.84 3.63 -2.81 -0.04
C -0.39 3.83 -2.18 -0.21
C -0.62 3.17 -0.99 -0.31
C 0.33 2.32 -0.42 0.46
O 0.07 1.73 0.72 -0.71
N 1.11 4.32 -4.06 0.54
O 2.18 4.15 -4.62 -0.43
O 0.24 5.06 -4.52 -0.43
H 3.55 1.22 -1.02 0.14
H 2.75 2.68 -2.82 0.23
H -1.12 4.49 -2.62 0.23
H -1.56 3.29 -0.45 0.22
C -2.15 -0.36 -0.32 -0.70
C -0.96 -1.26 -0.45 0.39
O 0.18 -0.92 0.10 -0.66
C -1.01 -2.47 -1.17 -0.06
C -2.17 -2.89 -1.87 -0.26
C -2.19 -4.08 -2.57 -0.21
C -1.07 -4.90 -2.62 -0.29
C 0.08 -4.51 -1.94 -0.22
C 0.12 -3.33 -1.23 -0.22
H -1.93 0.47 0.34 0.25
H -3.01 -0.90 0.10 0.21
H -2.45 0.04 -1.29 0.21
H -3.06 -2.27 -1.84 0.20
H -3.10 -4.37 -3.09 0.19
H -1.10 -5.84 -3.18 0.19
H 0.96 -5.14 -1.96 0.19
H 1.01 -3.03 -0.69 0.24
F 3.10 -1.08 4.77 -0.62
Te 1.39 -0.35 4.84 3.43
F 0.74 -2.01 4.37 -0.60
F 2.10 1.09 5.82 -0.64
F 1.22 -1.02 6.59 -0.63
F 1.66 -1.39 2.04 -0.56
O 1.55 0.71 3.36 -1.06
```